ORCA calculation (ωB97M-V/def2-TZVPD) on 2 unconnected molecules or ions with the total composition C25H46BFN4O9PS.

Output
Gap between HOMO and LUMO, eV: 1.8
E_HOMO, eV: -9.94
Total energy, eV: -74550.421
Net charge: +1

Last columns: bonded neighbours and bond lengths (Å).
Cartesian coordinates (Å):
1 C -0.757 3.455 3.184  C2 1.428, H32 1.181
2 C -1.095 3.933 1.881  C1 1.428, C3 1.641
3 C -1.133 4.187 0.260  C2 1.641, C4 1.674, H33 1.191, H34 1.168
4 C 0.102 3.419 -0.568  C3 1.674, C5 1.621, C10 1.675, C27 1.629
5 C 0.144 1.884 -0.046  C4 1.621, C6 1.651, H35 1.191, H36 1.196
6 C -1.299 1.083 -0.015  C5 1.651, O7 1.500, H37 1.168, H38 1.191
7 O -1.139 -0.168 -0.828  C6 1.500, C8 1.471
8 C -2.450 -0.744 -1.164  O7 1.471, O9 1.335, H39 1.193
9 O -3.601 -0.534 -0.521  C8 1.335
10 C 1.461 4.289 -0.121  C4 1.675, O11 1.464, S12 1.869, H40 1.194
11 O 2.005 3.935 1.191  C10 1.464, H41 1.022
12 S 2.879 4.144 -1.330  C10 1.869, O13 1.580, O14 1.579, O15 1.672
13 O 3.553 5.572 -1.370  S12 1.580
14 O 3.968 3.230 -0.644  S12 1.579
15 O 2.498 3.741 -2.908  S12 1.672, C16 1.456
16 C 1.175 3.176 -3.132  O15 1.456, C17 1.637, P25 1.957, C27 1.625
17 C 1.331 1.558 -3.325  C16 1.637, C18 1.672, H42 1.169, H43 1.194
18 C 2.818 0.965 -2.845  C17 1.672, N19 1.544, H44 1.194, H45 1.170
19 N 2.817 -0.569 -3.014  C18 1.544, C20 1.514, C22 1.511
20 C 3.872 -1.212 -2.137  N19 1.514, C21 1.673, H46 1.173, H47 1.194
21 C 3.339 -2.742 -1.721  C20 1.673, H48 1.178, H49 1.175, H50 1.178
22 C 2.939 -0.965 -4.468  N19 1.511, C23 1.673, O24 1.336
23 C 1.658 -1.845 -5.087  C22 1.673, H51 1.170, H52 1.194, H53 1.187
24 O 3.971 -0.724 -5.280  C22 1.336
25 P 0.696 3.803 -4.923  C16 1.957, N26 1.652, H54 1.439, H55 1.470
26 N 1.998 3.765 -5.940  P25 1.652, H56 1.042
27 C -0.034 3.682 -2.170  C4 1.629, C16 1.625, F28 1.517, B29 1.650
28 F -0.040 5.193 -2.306  C27 1.517
29 B -1.453 3.221 -2.874  C27 1.650, N30 1.526, O31 1.507
30 N -1.904 1.786 -3.126  B29 1.526, H57 1.062, H58 1.044
31 O -2.454 4.270 -3.284  B29 1.507, H59 1.022
32 H -0.714 3.338 4.358  C1 1.181
33 H -1.003 5.360 0.100  C3 1.191
34 H -2.201 3.861 -0.084  C3 1.168
35 H 0.895 1.165 -0.626  C5 1.191
36 H 0.524 1.816 1.086  C5 1.196
37 H -2.213 1.704 -0.393  C6 1.168
38 H -1.524 0.696 1.088  C6 1.191
39 H -2.495 -1.422 -2.145  C8 1.193
40 H 1.180 5.448 -0.071  C10 1.194
41 H 2.246 4.778 1.716  O11 1.022
42 H 0.545 0.902 -2.759  C17 1.169
43 H 1.242 1.249 -4.475  C17 1.194
44 H 2.822 1.122 -1.661  C18 1.194
45 H 3.716 1.485 -3.384  C18 1.170
46 H 4.942 -1.269 -2.614  C20 1.173
47 H 3.978 -0.647 -1.091  C20 1.194
48 H 4.146 -3.230 -1.016  C21 1.178
49 H 3.089 -3.392 -2.668  C21 1.175
50 H 2.366 -2.559 -1.083  C21 1.178
51 H 1.527 -1.674 -6.237  C23 1.170
52 H 0.675 -1.444 -4.542  C23 1.194
53 H 1.724 -2.991 -4.786  C23 1.187
54 H 0.233 5.163 -4.850  P25 1.439
55 H -0.256 2.894 -5.578  P25 1.470
56 H 2.826 3.378 -5.440  N26 1.042
57 H -1.630 1.558 -4.127  N30 1.062
58 H -2.932 1.668 -2.985  N30 1.044
59 H -3.302 4.074 -2.750  O31 1.022
60 C -2.611 -1.598 4.641  C61 1.554, H71 1.091, H72 1.096, H73 1.097
61 C -1.459 -2.088 3.721  C60 1.554, C62 1.553, N66 1.502, C70 1.565
62 C -2.047 -2.641 2.394  C61 1.553, C63 1.526, H74 1.097, H75 1.098
63 C -2.713 -4.006 2.548  C62 1.526, C64 1.525, H76 1.094, H77 1.097
64 C -1.775 -5.003 3.221  C63 1.525, C65 1.551, H78 1.098, H79 1.099
65 C -1.184 -4.486 4.559  C64 1.551, N66 1.501, C68 1.552, C69 1.565
66 N -0.621 -3.099 4.450  C61 1.502, C65 1.501, O67 1.407
67 O 0.611 -3.195 3.777  N66 1.407
68 C -2.275 -4.527 5.663  C65 1.552, H80 1.097, H81 1.097, H82 1.088
69 C -0.130 -5.527 5.063  C65 1.565, H83 1.097, H84 1.097, H85 1.097
70 C -0.670 -0.776 3.394  C61 1.565, H86 1.097, H87 1.097, H88 1.096
71 H -3.500 -2.228 4.592  C60 1.091
72 H -2.286 -1.530 5.685  C60 1.096
73 H -2.957 -0.596 4.357  C60 1.097
74 H -1.254 -2.728 1.642  C62 1.097
75 H -2.778 -1.933 1.982  C62 1.098
76 H -3.644 -3.918 3.117  C63 1.094
77 H -2.997 -4.384 1.559  C63 1.097
78 H -2.314 -5.945 3.384  C64 1.098
79 H -0.962 -5.237 2.520  C64 1.099
80 H -1.916 -4.062 6.589  C68 1.097
81 H -2.550 -5.561 5.907  C68 1.097
82 H -3.208 -4.044 5.378  C68 1.088
83 H 0.669 -5.708 4.334  C69 1.097
84 H -0.598 -6.502 5.248  C69 1.097
85 H 0.329 -5.200 6.003  C69 1.097
86 H -0.233 -0.343 4.302  C70 1.097
87 H -1.331 -0.020 2.953  C70 1.097
88 H 0.134 -0.934 2.666  C70 1.096